[1]
{
  "formula": "C6H12",
  "method": "ωB97M-V with the def2-TZVPD basis set",
  "relative_energy_ev": 4.6911,
  "total_energy_ev": -6412.24962,
  "max_force_ev_per_a": 3.75,
  "elements": ["C", "C", "C", "C", "C", "C", "H", "H", "H", "H", "H", "H", "H", "H", "H", "H", "H", "H"],
  "xyz": [[0.0652, -2.3356, -0.1757], [0.9618, -1.3476, 0.5754], [0.4309, 0.0913, 0.7022], [-0.3167, 0.6794, -0.4288], [-0.0126, 2.2030, -0.6789], [-1.2618, 1.7463, -0.0067], [0.0353, -2.1394, -1.2553], [-0.9586, -2.2832, 0.2071], [0.4288, -3.3614, -0.0441], [1.1142, -1.6904, 1.6011], [1.9703, -1.3746, 0.1179], [1.1739, 0.7430, 1.1453], [-0.5997, 0.6035, 1.8674], [-0.6507, -0.0128, -1.2009], [0.8287, 2.5140, -0.0723], [-0.0118, 2.6749, -1.6727], [-2.1270, 1.8559, -0.6873], [-1.2424, 1.4923, 1.2913]],
  "forces_ev_per_angstrom": [[-0.1, 0.1, 0.1], [-0.2, 0.2, 0.4], [-1.1, 0.4, 1.7], [0.2, 0.5, -0.3], [0.4, -0.6, 0.1], [-0.3, -0.6, 1.3], [0.0, 0.0, 0.3], [0.1, -0.1, -0.1], [-0.1, 0.2, 0.0], [0.0, -0.2, 0.0], [-0.4, 0.4, 0.1], [0.3, 0.0, -0.3], [2.1, -2.1, -1.6], [0.3, 0.4, 0.0], [-0.1, 0.1, 0.0], [-0.3, -0.4, 0.5], [0.1, 0.1, 1.1], [-0.8, 1.6, -3.3]],
  "lowdin_charge": [-0.13, -0.26, -0.17, -0.36, -0.10, -0.17, 0.07, 0.08, 0.07, 0.10, 0.11, 0.08, 0.16, 0.12, 0.08, 0.10, 0.10, 0.10]
}

=====

[2]
{
  "formula": "C50H37BrClNO14P2S2",
  "method": "ωB97M-V with the def2-TZVPD basis set",
  "total_energy_ev": -205410.80015,
  "max_force_ev_per_a": 2.94,
  "smiles": "Cc1cc(P(O)Br)c2c(c1Cl)Nc1cc(P(C)O)c(S)cc1S2.O=C1C=CC(=O)C=C1.O=C1C=CC(=O)C=C1.O=C1C=CC(=O)C=C1.O=C1C=CC(=O)C=C1.O=C1C=CC(=O)C=C1.O=C1C=CC(=O)C=C1",
  "elements": ["C", "C", "C", "C", "P", "O", "Br", "C", "C", "C", "Cl", "N", "C", "C", "C", "P", "C", "O", "C", "S", "C", "C", "S", "H", "H", "H", "H", "H", "H", "H", "H", "H", "H", "H", "H", "H", "O", "C", "C", "C", "C", "O", "C", "C", "H", "H", "H", "H", "O", "C", "C", "C", "C", "O", "C", "C", "H", "H", "H", "H", "O", "C", "C", "C", "C", "O", "C", "C", "H", "H", "H", "H", "O", "C", "C", "C", "C", "O", "C", "C", "H", "H", "H", "H", "O", "C", "C", "C", "C", "O", "C", "C", "H", "H", "H", "H", "O", "C", "C", "C", "C", "O", "C", "C", "H", "H", "H", "H"],
  "xyz": [[0.9704, 1.3400, 2.6077], [0.4751, 0.9148, 1.1735], [-0.8534, 0.3317, 1.0136], [-1.2520, -0.0944, -0.3356], [-2.9285, -0.8988, -0.6428], [-2.7443, -2.2373, -1.6528], [-3.6903, -1.8199, 1.3079], [-0.3111, 0.0977, -1.4350], [1.0239, 0.7126, -1.2741], [1.4060, 1.1324, 0.0660], [3.0171, 1.8941, 0.3284], [1.8985, 0.8741, -2.4186], [2.1095, -0.3777, -3.1156], [3.4541, -0.8692, -3.3820], [3.6058, -2.1628, -4.0847], [5.3539, -2.7697, -4.3549], [6.5224, -1.9723, -3.1058], [5.3230, -4.4122, -3.8601], [2.4570, -2.9366, -4.5477], [2.5788, -4.5475, -5.4131], [1.0958, -2.4331, -4.2933], [0.9576, -1.1728, -3.5844], [-0.6652, -0.4385, -3.1534], [0.9634, 2.4438, 2.7643], [1.9989, 0.8872, 2.7026], [0.3214, 0.7776, 3.3341], [-1.5133, 0.1999, 1.9042], [-1.8008, -2.5063, -1.6564], [2.7828, 1.2989, -2.1361], [4.3430, -0.2851, -3.0619], [7.2256, -1.2457, -3.5833], [7.1187, -2.7615, -2.5698], [5.8917, -1.4638, -2.3304], [4.6706, -4.4782, -3.1201], [1.6844, -5.3126, -4.6861], [0.1764, -2.9844, -4.5879], [2.2590, 7.7700, -1.0644], [3.0719, 6.9392, -1.4136], [4.2367, 7.3074, -2.2517], [5.1271, 6.3947, -2.6363], [4.9915, 4.9740, -2.2410], [5.8045, 4.1415, -2.5901], [3.8277, 4.6060, -1.4035], [2.9371, 5.5179, -1.0188], [4.3204, 8.3502, -2.5305], [5.9838, 6.6452, -3.2493], [3.7432, 3.5620, -1.1239], [2.0803, 5.2664, -0.4056], [-0.3940, -0.6100, 4.8101], [-1.4020, -0.5071, 5.4832], [-2.4316, -1.5710, 5.4874], [-3.5369, -1.4590, 6.2218], [-3.7820, -0.2665, 7.0661], [-4.7886, -0.1660, 7.7370], [-2.7512, 0.7981, 7.0613], [-1.6462, 0.6845, 6.3262], [-2.2353, -2.4354, 4.8648], [-4.3009, -2.2262, 6.2369], [-2.9454, 1.6636, 7.6829], [-0.8816, 1.4516, 6.3104], [-0.0617, -3.2799, 2.0130], [0.8901, -3.4615, 1.2817], [1.5687, -4.7752, 1.2153], [2.6132, -4.9718, 0.4140], [3.1403, -3.8869, -0.4460], [4.0948, -4.0800, -1.1772], [2.4639, -2.5751, -0.3799], [1.4177, -2.3776, 0.4223], [1.1705, -5.5576, 1.8492], [3.1223, -5.9255, 0.3523], [2.8621, -1.7940, -1.0140], [0.9092, -1.4253, 0.4835], [-1.1696, -5.2826, -5.2775], [-1.5184, -5.3475, -6.4401], [-0.8250, -6.2335, -7.4021], [-1.2061, -6.3023, -8.6760], [-2.3406, -5.4968, -9.1843], [-2.6889, -5.5613, -10.3447], [-3.0340, -4.6103, -8.2212], [-2.6523, -4.5421, -6.9473], [0.0014, -6.8155, -7.0138], [-0.7106, -6.9437, -9.3937], [-3.8603, -4.0282, -8.6092], [-3.1476, -3.9006, -6.2290], [-1.3327, 3.7345, 13.9830], [-1.6762, 3.6535, 12.8223], [-0.9700, 2.7637, 11.8715], [-1.3464, 2.6772, 10.5974], [-2.4871, 3.4650, 10.0772], [-2.8314, 3.3839, 8.9141], [-3.1932, 4.3542, 11.0266], [-2.8172, 4.4412, 12.3011], [-0.1390, 2.1947, 12.2689], [-0.8417, 2.0329, 9.8881], [-4.0241, 4.9229, 10.6286], [-3.3220, 5.0853, 13.0098], [-3.9202, 3.2828, -0.8967], [-4.3014, 3.1874, -2.0455], [-3.6208, 2.2936, -3.0097], [-4.0373, 2.1904, -4.2700], [-5.2004, 2.9641, -4.7613], [-5.5814, 2.8684, -5.9101], [-5.8819, 3.8586, -3.7971], [-5.4648, 3.9614, -2.5365], [-2.7726, 1.7346, -2.6340], [-3.5509, 1.5422, -4.9881], [-6.7297, 4.4173, -4.1730], [-5.9508, 4.6092, -1.8179]],
  "forces_ev_per_angstrom": [[-0.4, -1.7, -0.9], [0.0, 0.8, 0.1], [1.8, 0.4, -2.2], [2.2, -0.4, 0.9], [-1.1, 0.1, -1.2], [1.3, 1.2, 1.5], [0.8, 0.2, -0.3], [1.1, 0.3, 0.7], [-1.0, 0.2, 1.4], [-2.2, -1.1, -0.7], [-1.5, -1.0, 0.0], [-0.9, -1.6, 0.9], [0.8, -1.6, -1.5], [-2.5, -1.3, -0.9], [-0.8, 0.7, 1.3], [0.8, -1.6, -0.8], [-0.8, 0.1, 1.0], [-0.9, 2.0, 0.5], [-1.3, 1.3, 1.1], [-0.2, 0.4, 0.6], [1.9, 1.7, 1.1], [1.4, 0.2, 0.5], [1.0, -0.2, 0.5], [0.1, -0.9, -0.1], [-0.9, 0.9, 0.2], [0.7, 1.0, -0.5], [0.7, 0.0, -1.0], [-0.6, -0.2, -0.2], [-0.3, -0.2, -0.1], [-0.8, -0.5, -0.2], [-0.8, -0.6, 0.3], [-0.7, 0.6, -0.7], [0.8, -0.2, -0.4], [0.8, -0.2, -0.5], [0.5, 0.9, -0.3], [0.9, 0.3, 0.2], [0.1, -0.1, 0.0], [-0.2, 0.2, 0.1], [0.2, -0.1, -0.1], [0.0, 0.2, 0.0], [0.1, -0.1, -0.1], [-0.1, 0.1, 0.0], [-0.1, 0.0, 0.0], [0.0, -0.2, 0.0], [0.0, 0.0, 0.0], [0.0, 0.0, 0.0], [0.1, 0.3, -0.2], [0.0, 0.0, 0.0], [-0.1, 0.0, 0.1], [0.1, 0.0, -0.1], [-0.1, -0.1, 0.0], [0.1, -0.1, -0.1], [-0.2, 0.0, 0.1], [0.1, 0.0, -0.1], [0.1, 0.1, 0.0], [-0.1, 0.0, 0.1], [0.1, 0.0, 0.0], [0.0, 0.0, 0.0], [0.0, -0.1, -0.1], [0.0, 0.0, 0.0], [0.1, 0.0, -0.1], [-0.2, 0.1, 0.2], [0.1, -0.2, 0.0], [-0.1, -0.1, 0.1], [0.1, -0.1, -0.1], [-0.2, 0.1, 0.0], [-0.1, 0.1, 0.1], [0.2, 0.0, -0.2], [0.0, 0.0, 0.0], [0.0, 0.0, 0.0], [0.0, 0.0, 0.0], [0.0, -0.1, 0.0], [0.0, 0.0, -0.1], [0.1, 0.0, 0.2], [0.0, -0.1, -0.1], [0.1, -0.1, 0.1], [-0.1, 0.0, -0.3], [0.0, 0.0, 0.1], [0.0, 0.1, 0.2], [-0.1, 0.1, -0.1], [0.0, 0.0, 0.0], [0.0, 0.0, 0.0], [0.0, 0.0, 0.0], [0.0, 0.0, 0.0], [0.0, 0.0, -0.1], [0.1, 0.0, 0.3], [0.0, -0.1, -0.2], [0.1, -0.1, 0.1], [-0.1, 0.0, -0.1], [0.1, 0.1, 0.2], [0.0, 0.1, 0.1], [-0.1, 0.1, -0.2], [0.0, 0.0, 0.0], [0.0, 0.0, 0.0], [0.0, 0.0, 0.0], [0.0, 0.0, 0.0], [0.0, 0.0, -0.1], [0.1, 0.0, 0.3], [0.0, -0.1, -0.2], [0.1, -0.1, 0.1], [-0.1, 0.0, -0.2], [0.0, 0.0, 0.1], [0.0, 0.1, 0.2], [-0.1, 0.1, -0.1], [0.0, 0.0, 0.0], [0.0, 0.0, 0.0], [0.0, 0.0, 0.0], [0.0, 0.0, 0.0]],
  "lowdin_charge": [-0.06, -0.24, -0.05, -0.40, 0.58, -0.42, 0.23, -0.42, -0.25, -0.46, 0.72, 0.07, -0.25, -0.04, -0.37, 0.89, -0.28, -0.39, -0.56, 0.73, -0.08, -0.40, 0.95, 0.09, 0.07, 0.05, 0.09, 0.03, 0.08, 0.10, 0.04, 0.05, 0.02, 0.01, -0.11, 0.09, 0.11, -0.39, 0.02, 0.02, -0.38, 0.10, -0.01, 0.03, 0.12, 0.12, 0.01, 0.12, 0.08, -0.38, 0.02, 0.02, -0.38, 0.11, 0.03, 0.03, 0.12, 0.12, 0.09, 0.12, 0.10, -0.37, 0.03, 0.03, -0.35, 0.09, 0.05, 0.04, 0.12, 0.12, 0.10, 0.08, 0.07, -0.39, 0.02, 0.03, -0.39, 0.11, 0.02, 0.02, 0.12, 0.12, 0.12, 0.12, 0.11, -0.39, 0.03, 0.02, -0.37, 0.09, 0.03, 0.02, 0.12, 0.12, 0.12, 0.12, 0.10, -0.39, 0.01, 0.03, -0.39, 0.10, 0.02, 0.02, 0.08, 0.12, 0.12, 0.12]
}

=====

[3]
{
  "formula": "H4N4O2",
  "method": "ωB97M-V with the def2-TZVPD basis set",
  "relative_energy_ev": 1.0263,
  "total_energy_ev": -10114.44060,
  "max_force_ev_per_a": 4.74,
  "smiles": "NNN[N+](=O)[O-]",
  "elements": ["N", "N", "N", "N", "O", "O", "H", "H", "H", "H"],
  "xyz": [[-1.6362, 0.0082, 0.3809], [-0.6846, -0.1219, -0.6050], [0.4459, -0.7162, -0.1522], [1.5997, 0.0217, -0.0586], [1.4179, 1.2299, -0.2960], [2.5607, -0.5682, 0.2210], [-2.4842, 0.3358, 0.0376], [-1.3257, 0.6241, 1.1589], [-0.1970, 0.8002, -1.0369], [0.3034, -1.6138, 0.3502]],
  "forces_ev_per_angstrom": [[1.5, 0.3, 3.0], [1.2, 2.6, -3.4], [-0.1, -2.1, 0.4], [-4.5, 1.6, 0.1], [1.4, -0.5, -0.1], [3.4, -1.1, 0.8], [-1.6, 0.4, -1.0], [-0.3, -0.2, -0.6], [-2.1, -2.0, 1.4], [1.0, 1.0, -0.6]],
  "lowdin_charge": [0.00, -0.18, 0.00, -0.45, 0.01, 0.12, 0.05, 0.09, 0.17, 0.18]
}

=====

Number 1: gap between HOMO and LUMO 0.3729 hartree. Number 2: gap between HOMO and LUMO 0.2267 hartree. Number 3: gap between HOMO and LUMO 0.3495 hartree.